(1)
A single C3H5NO2 molecule in a non-equilibrium geometry. Source: OMol25; level of theory: wB97M-V/def2-TZVPD.

XYZ file:
```
11
C3H5NO2, DFT wB97M-V/def2-TZVPD
N -0.723 1.184 0.972
C -0.551 0.205 -0.007
C 0.812 -0.217 -1.137
O 0.398 -1.558 -0.887
C 0.118 -1.037 0.382
O 0.688 -1.284 1.409
H -0.238 0.990 1.837
H -1.625 1.626 1.082
H -1.415 0.106 -0.674
H 0.664 0.151 -2.145
H 1.873 -0.167 -0.830
```

Results
- Energy above the lowest of the compared OMol25 structures with the same formula, charge and spin: 2.615 eV
- Total charge: 0
- Orbital gap: 10.30 eV
- Calculated total energy: -322.4782 hartree

Here are the natural (NBO) charges for atoms 1 to 5, given in e: -0.829, -0.086, -0.113, -0.514, 0.707

(2)
3 unconnected molecules or ions with the total composition C3H5NO2 in a non-equilibrium geometry. Source: OMol25; level of theory: wB97M-V/def2-TZVPD.

XYZ file:
```
11
C3H5NO2, DFT wB97M-V/def2-TZVPD
N -1.421 1.532 -0.909
C -0.968 0.975 -1.813
O 1.138 -0.524 -1.139
C 1.532 -0.198 -0.044
C -0.803 -0.535 1.394
O -0.164 -0.590 2.418
H -1.111 0.420 0.936
H -0.545 0.458 -2.647
H 1.440 0.838 0.333
H 1.983 -0.930 0.647
H -1.081 -1.447 0.825
```

Results
- Energy above the lowest of the compared OMol25 structures with the same formula, charge and spin: 3.231 eV
- Total charge: 0
- Orbital gap: 10.43 eV
- Calculated total energy: -322.4556 hartree
- SMILES: C#N.C=O.C=O

Here are the natural (NBO) charges for atoms 1 to 5, given in e: -0.369, 0.114, -0.535, 0.278, 0.256

(3)
A single C3H5NO2 molecule. Source: OMol25; level of theory: wB97M-V/def2-TZVPD.

XYZ file:
```
11
C3H5NO2, DFT wB97M-V/def2-TZVPD
N 1.665 0.243 -0.006
C 1.199 -0.179 -1.279
O -0.046 -0.601 -1.201
C -0.750 -0.765 0.047
C -1.365 0.549 0.470
O -1.825 0.757 1.563
H 1.503 1.234 0.170
H 2.669 0.149 -0.033
H -0.086 -1.154 0.824
H -1.540 -1.492 -0.168
H -1.382 1.315 -0.338
```

Results
- Energy above the lowest of the compared OMol25 structures with the same formula, charge and spin: 3.765 eV
- Total charge: 0
- Orbital gap: 9.46 eV
- Calculated total energy: -322.4360 hartree

Here are the natural (NBO) charges for atoms 1 to 5, given in e: -0.950, 0.376, -0.490, -0.222, 0.415

(4)
2 unconnected molecules or ions with the total composition C3H5NO2 in a non-equilibrium geometry. Source: OMol25; level of theory: wB97M-V/def2-TZVPD.

XYZ file:
```
11
C3H5NO2, DFT wB97M-V/def2-TZVPD
C 1.418 0.272 0.125
C 1.346 -0.999 -0.065
C -1.841 0.410 -0.819
N 0.682 -0.404 1.166
O -2.093 -0.762 -0.770
O -1.205 1.146 0.026
H 1.826 1.145 -0.073
H 1.391 -1.934 -0.586
H -2.226 1.018 -1.685
H 1.346 -0.526 1.987
H -0.645 0.633 0.694
```

Results
- Energy above the lowest of the compared OMol25 structures with the same formula, charge and spin: 4.457 eV
- Total charge: 0
- Orbital gap: 10.19 eV
- Calculated total energy: -322.4105 hartree
- SMILES: C1=CN1.O=CO

Here are the natural (NBO) charges for atoms 1 to 5, given in e: -0.047, -0.044, 0.657, -0.651, -0.603

(5)
A single C3H5NO2 molecule in a non-equilibrium geometry. Source: OMol25; level of theory: wB97M-V/def2-TZVPD.

XYZ file:
```
11
C3H5NO2, DFT wB97M-V/def2-TZVPD
O 1.644 0.271 0.534
C 0.665 -0.452 -0.189
C -0.669 0.190 0.185
O -0.657 1.561 -0.117
C -1.762 -0.465 -0.558
N -2.592 -1.032 -1.127
H 2.362 -0.321 0.782
H 0.820 -0.344 -1.270
H 0.652 -1.517 0.074
H -0.843 0.023 1.259
H 0.179 1.890 0.247
```

Results
- Energy above the lowest of the compared OMol25 structures with the same formula, charge and spin: 1.522 eV
- Total charge: 0
- Orbital gap: 11.37 eV
- Calculated total energy: -322.5184 hartree
- SMILES: N#C[C@H](O)CO

Here are the natural (NBO) charges for atoms 1 to 5, given in e: -0.737, -0.078, -0.014, -0.684, 0.261

(6)
A molecular structure, C3H5NO2 in a non-equilibrium geometry. Source: OMol25; level of theory: wB97M-V/def2-TZVPD.

XYZ file:
```
11
C3H5NO2, DFT wB97M-V/def2-TZVPD
N 1.612 0.201 0.375
C 0.108 -0.402 -0.454
C -1.282 -0.780 0.209
O -1.454 0.617 0.556
C -0.384 0.994 -0.227
O 0.049 2.078 -0.444
H 2.254 0.201 1.194
H 2.118 0.543 -0.426
H 0.325 -0.863 -1.439
H -2.166 -1.067 -0.421
H -1.246 -1.469 1.050
```

Results
- Energy above the lowest of the compared OMol25 structures with the same formula, charge and spin: 4.445 eV
- Total charge: 0
- Orbital gap: 9.52 eV
- Calculated total energy: -322.4110 hartree

Here are the natural (NBO) charges for atoms 1 to 5, given in e: -0.934, -0.114, -0.105, -0.495, 0.769

(7)
A molecular structure, C3H5NO2 in a non-equilibrium geometry. Source: OMol25; level of theory: wB97M-V/def2-TZVPD.

XYZ file:
```
11
C3H5NO2, DFT wB97M-V/def2-TZVPD
C 1.266 -0.282 0.096
N -0.136 -0.003 -0.145
C -0.905 1.817 0.024
O -0.508 2.518 0.843
C -0.990 -1.065 -0.140
O -0.688 -2.232 0.031
H 1.693 -0.900 -0.701
H 1.404 -0.820 1.040
H 1.820 0.661 0.147
H -0.913 1.076 -0.857
H -2.043 -0.771 -0.337
```

Results
- Energy above the lowest of the compared OMol25 structures with the same formula, charge and spin: 3.954 eV
- Total charge: 0
- Orbital gap: 9.28 eV
- Calculated total energy: -322.4290 hartree

Here are the natural (NBO) charges for atoms 1 to 5, given in e: -0.433, -0.672, 0.545, -0.401, 0.506

(8)
A single C3H5NO2 molecule in a non-equilibrium geometry. Source: OMol25; level of theory: wB97M-V/def2-TZVPD.

XYZ file:
```
11
C3H5NO2, DFT wB97M-V/def2-TZVPD
C -0.096 0.857 -0.010
C -1.971 -0.137 0.011
C 1.954 -0.142 -0.013
N -1.277 1.147 -0.023
O -0.958 -1.111 0.008
O 1.137 1.041 0.031
H -2.589 -0.177 0.920
H -2.642 -0.205 -0.857
H 1.647 -0.822 0.785
H 2.979 0.197 0.117
H 1.816 -0.647 -0.968
```

Results
- Energy above the lowest of the compared OMol25 structures with the same formula, charge and spin: 2.005 eV
- Total charge: 0
- Orbital gap (spin up / spin down): 7.05 / 8.16 eV
- Calculated total energy: -322.3099 hartree
- Spin multiplicity: 3

Here are the natural (NBO) charges for atoms 1 to 5, given in e: 0.551, -0.011, -0.235, -0.579, -0.241

(9)
A single C3H5NO2S molecule in a non-equilibrium geometry. Source: OMol25; level of theory: wB97M-V/def2-TZVPD.

XYZ file:
```
12
C3H5NO2S, DFT wB97M-V/def2-TZVPD
C 0.390 -2.004 -1.010
C -1.002 1.122 0.015
C -0.147 -0.081 -0.119
N -0.435 -0.970 -1.050
O 1.292 -2.059 -0.148
O 1.118 1.067 1.795
S 1.190 -0.378 0.902
H 0.253 -2.794 -1.744
H -1.878 0.993 -0.614
H -0.480 2.028 -0.302
H -1.306 1.251 1.053
H 1.004 1.827 1.223
```

Results
- Energy above the lowest of the compared OMol25 structures with the same formula, charge and spin: 1.156 eV
- Total charge: 0
- Orbital gap: 9.52 eV
- Calculated total energy: -720.7040 hartree

Here are the natural (NBO) charges for atoms 1 to 5, given in e: 0.488, -0.678, 0.079, -0.561, -0.589

(10)
A single C3H5NO2S2 molecule in a non-equilibrium geometry. Source: OMol25; level of theory: wB97M-V/def2-TZVPD.

XYZ file:
```
13
C3H5NO2S2, DFT wB97M-V/def2-TZVPD
C 2.132 0.821 -0.060
C -0.496 -0.917 -0.288
C -2.449 0.779 -0.142
H 2.485 1.815 -0.460
H 0.170 1.691 0.293
H -0.047 -1.941 -0.480
H -0.461 -0.343 -1.253
H -3.481 1.096 -0.171
N 0.857 0.907 0.415
O 0.115 -0.206 0.759
O -1.572 1.565 -0.274
S 3.067 -0.505 -0.151
S -2.326 -0.973 0.040
```

Results
- Energy above the lowest of the compared OMol25 structures with the same formula, charge and spin: 3.292 eV
- Total charge: 0
- Orbital gap: 9.02 eV
- Calculated total energy: -1118.8264 hartree
- SMILES: O=CSCONC=S

Here are the natural (NBO) charges for atoms 1 to 5, given in e: -0.120, -0.206, 0.269, 0.210, 0.429